Formula: C92H140F15N13O16
Source: OMol25
Level of theory: ωB97M-V with the def2-TZVPD basis set

Structure (ORCA input):
```
! RIJCOSX wB97M-V def2-TZVPD def2/J DEFGRID3
* xyz 4 1
H 26.7663 19.0755 30.0087
H 9.8684 12.5808 35.7356
N 22.1815 12.3969 24.7065
H 18.6327 13.5987 19.6396
H 12.3560 12.5545 27.2351
O 21.2858 11.5592 24.4149
H 20.7923 20.3516 39.5111
C 11.8076 10.9022 42.1051
H 21.4565 6.3861 26.4765
O 21.8637 13.4543 25.3477
F 19.1868 20.6402 27.4047
C 13.4683 14.8220 29.2861
C 25.0032 19.5620 28.8870
H 14.5519 17.5780 15.4071
H 7.2109 14.5523 35.9890
O 10.4043 14.7359 32.0278
C 23.9259 16.6799 26.7492
C 23.4868 8.8400 23.5866
H 13.0394 16.7639 28.2441
N 27.5561 11.9336 30.3935
C 24.5650 21.9241 28.8572
C 25.8020 12.1008 32.2845
H 25.6121 8.7624 23.0768
H 11.2038 12.7714 41.3447
C 14.8773 18.4672 15.9461
N 23.8663 11.3518 28.4998
H 18.2829 18.8232 35.2033
H 23.6677 13.7544 31.2686
H 25.8967 8.5720 25.5194
C 18.9039 20.1471 38.5933
H 25.5795 18.5920 33.5631
N 22.6854 15.5413 31.6057
C 10.6769 16.8302 33.8920
O 16.0374 14.4674 21.3377
H 29.1892 13.2995 30.5260
H 13.2667 16.6111 18.5377
N 25.5743 22.1645 29.7399
H 16.9731 13.1212 19.8066
C 24.2499 20.6416 28.4331
C 21.2153 7.4715 26.4232
H 7.6803 14.4860 38.7504
H 20.5312 16.9961 29.4559
H 23.5108 14.1371 26.4209
H 12.5493 14.3518 26.7809
C 16.2875 17.1142 17.5449
H 16.2993 16.1846 15.6125
H 11.7286 15.7369 18.8378
H 27.4209 10.4639 28.8865
O 23.9103 11.6226 29.7187
H 12.6681 16.8368 34.7497
H 16.5705 19.4714 18.6717
C 20.2924 15.6746 27.0805
H 19.3406 7.0185 25.6401
O 18.2089 19.7534 35.3304
H 23.4036 6.3042 23.7789
C 9.9755 12.0258 39.0151
C 12.8471 13.4334 27.4407
H 19.4593 8.7434 26.4315
F 12.8561 13.3780 32.7827
C 17.6762 13.3830 19.0933
H 19.1007 21.0642 38.0958
C 19.6016 15.3965 25.9700
N 14.8263 20.8120 16.1245
F 16.4099 15.8026 23.6765
C 10.1250 11.8937 37.6614
N 8.7353 13.7738 37.1898
H 13.4409 22.2006 15.1763
C 15.4804 20.7747 17.2521
O 21.7464 20.4698 26.3300
H 11.7446 9.3023 29.7488
F 20.4519 19.3788 28.6341
H 29.6105 11.5631 30.7074
C 25.1551 15.8014 28.5014
F 16.0160 18.0028 36.4140
C 23.8188 8.9062 25.8831
H 13.6930 14.6014 30.3112
C 12.5199 8.6675 42.9587
H 26.6320 23.9157 30.0333
C 21.4873 21.6294 25.5738
F 12.8440 14.4805 34.6759
H 30.0361 13.1848 28.4670
F 28.8458 17.5763 30.9253
N 12.5899 13.7627 28.8716
H 23.0458 23.2226 26.2199
H 14.7283 22.9682 15.9882
H 25.5330 14.8828 28.8769
H 10.4012 13.4727 33.6458
C 13.2599 15.2290 20.3238
C 24.6960 18.1718 28.4614
H 27.8897 11.4345 32.4069
F 13.0018 15.5510 32.8399
C 16.1837 19.3240 36.6183
H 27.7561 16.0733 32.9330
C 26.3199 21.1160 30.1815
C 23.8162 6.7410 24.6749
C 11.1925 11.6775 41.1583
H 25.2172 12.8870 31.7570
H 14.2762 14.7227 22.3577
H 25.1103 13.5746 27.1900
N 11.8812 9.5470 41.9391
H 13.8702 13.2383 27.2652
O 26.4970 17.5039 32.0933
C 17.5557 19.9444 36.5867
C 22.9203 14.4004 30.9360
C 26.4203 17.8742 33.4956
H 20.3540 12.6020 28.4932
C 16.8566 14.8059 17.1549
C 23.9289 17.9560 27.3468
H 15.0614 22.0528 14.5049
C 8.4692 13.8098 38.5010
H 10.5440 9.2410 38.8826
H 25.2615 11.1188 32.1004
C 11.4201 9.0118 40.8195
H 24.9082 24.1444 29.9960
F 27.9521 16.0665 29.6218
H 17.8049 12.6693 18.3408
C 10.6536 11.1528 39.9676
H 12.9437 16.7872 29.9829
O 22.7444 11.5176 27.8994
C 27.8360 13.0264 28.1790
C 21.3681 15.0316 29.2093
C 11.2730 15.7451 28.8627
H 11.8071 8.3883 43.7155
C 27.6660 18.4658 34.2016
H 26.3706 13.4342 33.8970
H 14.3829 14.8064 28.8230
C 16.5873 16.9633 18.8192
C 29.0226 12.2840 30.1210
C 15.0893 15.2403 21.8193
C 12.3632 10.1268 30.0765
H 29.5078 11.5313 28.1573
H 22.8381 9.7292 23.4861
H 25.7646 23.5041 31.3935
H 20.0449 18.8090 39.8309
H 13.8849 12.1926 29.5058
C 25.7716 12.5656 33.7569
N 19.1850 14.1457 25.7267
C 10.7991 14.5444 33.2315
F 29.4011 15.4985 31.1658
H 23.0848 9.6877 26.0938
H 21.7575 7.8835 27.2201
F 16.7006 17.0423 21.9343
C 28.3438 16.3339 30.9014
C 21.2023 16.2590 29.9125
C 22.2588 14.0785 29.7527
H 27.3445 12.4300 27.2906
H 27.9136 9.8628 30.3507
O 18.3133 19.3107 37.5267
C 8.1391 14.9592 36.4044
C 20.8077 19.3545 26.1920
C 12.8208 15.7250 18.9357
C 20.5734 14.6815 28.0134
O 24.9259 10.9772 27.8924
H 21.8242 17.4400 31.5999
H 17.4073 21.0409 36.6684
H 10.5812 16.1040 29.5689
C 29.2056 12.4710 28.6510
C 12.7233 16.1485 29.0988
H 27.5758 13.1586 32.1057
H 19.1802 7.3154 27.3723
C 14.5140 22.0738 15.4675
H 11.4010 17.4875 35.8062
H 23.2123 8.2135 22.7636
N 23.2093 8.0778 24.8170
H 23.4830 16.6639 25.7332
C 11.8676 11.4177 29.4745
H 24.7452 12.7172 34.0249
H 12.4551 15.3423 21.0522
H 8.0473 15.7504 37.1109
H 18.1550 20.2626 39.4215
H 19.1530 12.2080 26.2621
H 17.5946 15.6037 20.2762
C 27.2797 10.5803 29.9261
H 19.5448 16.1493 25.1471
H 16.2626 17.6617 19.6041
C 19.3887 13.1779 26.6217
C 26.0314 19.8391 29.7373
O 26.3040 15.2403 31.6117
C 25.2264 17.0664 29.1365
F 15.7129 19.6135 37.8267
H 21.7253 22.7894 27.4478
H 8.8290 15.0603 35.5301
C 12.3648 14.5102 33.3756
H 27.8977 14.0859 27.8718
H 26.1732 11.7555 34.3629
H 11.5505 11.3324 28.3902
C 19.7240 7.6411 26.4649
H 21.9608 21.6337 24.5673
C 23.4754 15.6925 32.8539
C 20.1555 19.6092 39.0717
H 27.4360 18.4169 35.2649
H 20.1101 19.5376 25.3402
H 12.7919 12.8057 30.7164
H 13.2667 9.2772 43.4268
H 25.5002 10.2769 25.6403
C 25.6989 23.5163 30.3048
H 22.4008 13.1329 29.2659
H 20.7327 19.2459 38.2073
O 14.3978 15.9524 20.7419
C 18.9561 13.7197 24.3511
C 16.5337 16.0152 16.6728
C 21.9204 16.4894 31.1151
H 10.8881 11.1673 37.2800
H 23.3771 18.7213 26.8386
H 12.9652 7.8378 42.4773
H 24.9811 10.3782 23.2339
N 17.2227 14.7136 18.5008
C 27.2419 12.1638 31.8988
H 13.3781 9.9565 29.6820
C 21.7171 7.9702 25.0606
C 19.8772 19.4671 27.4424
H 23.7811 8.3899 26.8117
H 23.9194 22.7427 28.5601
C 16.0002 19.5378 17.7834
H 24.8686 6.8809 24.5291
C 15.7409 16.3383 22.6448
C 24.5793 14.3581 26.6014
H 25.1343 14.4938 25.7034
C 27.1635 16.1945 31.9481
H 15.6793 21.7454 17.6930
F 19.0227 18.4481 27.2836
C 21.9520 22.9020 26.3815
H 25.7246 17.1660 30.0752
H 10.9513 11.7750 29.9100
F 15.4224 19.9264 35.7070
H 18.8015 12.6440 24.2989
H 16.9038 13.9389 16.5346
H 9.7827 17.4101 34.0777
H 13.9562 19.8492 14.5166
C 25.1754 9.3279 25.2381
H 19.9031 13.9121 23.8497
H 26.2690 10.3140 30.0722
C 20.0572 13.3970 27.8252
C 11.7658 17.4359 34.7720
N 24.5393 15.6508 27.3317
C 15.7415 18.3681 17.0811
C 26.8923 12.8812 29.4218
H 23.6592 16.7780 32.8695
H 8.7012 13.1015 40.5282
H 10.6033 13.7662 28.2722
H 21.2299 7.4417 24.2452
C 24.9543 9.3935 23.6934
H 23.6785 6.0754 25.5283
C 10.8780 9.7779 39.7626
H 10.9411 16.0417 27.8844
H 21.4464 9.0473 24.8952
C 12.8505 12.5467 29.6801
H 24.5096 15.3682 32.6877
H 26.1975 17.0033 34.0725
H 12.2184 10.0849 31.1402
H 27.6854 19.5231 33.9029
H 25.8898 12.5906 29.1932
H 22.9031 15.3768 33.7627
C 11.2220 14.2018 29.0550
C 9.0711 13.0221 39.5015
O 21.4633 18.2188 26.2554
H 20.4652 21.6674 25.3367
C 14.5485 19.6637 15.4143
H 18.1693 14.3435 23.9109
H 20.6324 16.6791 27.2136
H 21.4305 23.8114 26.0697
O 10.4032 15.4356 34.2545
H 13.4767 14.1168 20.3838
H 12.2478 11.3450 43.0330
F 14.9548 17.3114 23.2157
H 23.4355 20.5360 27.7134
H 28.6127 17.8762 34.0702
H 12.0874 18.3963 34.4008
C 17.1919 15.7704 19.2942
H 13.0977 14.9335 18.2524
H 26.9112 13.8232 30.0313
C 9.5514 12.7276 36.7657
H 10.8464 14.0579 30.0813
H 27.2663 21.3525 30.6227
O 23.3540 12.2159 24.3260
H 10.8651 16.8521 32.7671
*
```

**Total energy**: -7001.5090 a.u.
**Frontier orbital gap**: 3.58 eV
**HOMO level**: -0.4219 Eh